{
  "formula": "C82H175F3N6O20",
  "method": "wB97M-V/def2-TZVPD",
  "energy_ha": -5361.6626,
  "spin_multiplicity": 1,
  "smiles": "CC1(C)CCCC(C)(C)N1O.CC1(C)CCCC(C)(C)N1O.CC1(C)CCCC(C)(C)N1O.CC1(C)CCCC(C)(C)N1O.CC1(C)CCCC(C)(C)N1O.CC1(C)CCCC(C)(C)N1O.CCOC(=O)C(F)(F)F.COCCOCCOC.COCCOCCOC.COCCOCCOC.COCCOCCOC",
  "species": ["C", "C", "C", "C", "C", "C", "C", "C", "C", "N", "O", "H", "H", "H", "H", "H", "H", "H", "H", "H", "H", "H", "H", "H", "H", "H", "H", "H", "H", "H", "C", "C", "C", "C", "C", "C", "C", "C", "C", "N", "O", "H", "H", "H", "H", "H", "H", "H", "H", "H", "H", "H", "H", "H", "H", "H", "H", "H", "H", "H", "C", "C", "C", "C", "C", "C", "C", "C", "C", "N", "O", "H", "H", "H", "H", "H", "H", "H", "H", "H", "H", "H", "H", "H", "H", "H", "H", "H", "H", "H", "C", "C", "C", "C", "C", "C", "C", "C", "C", "N", "O", "H", "H", "H", "H", "H", "H", "H", "H", "H", "H", "H", "H", "H", "H", "H", "H", "H", "H", "H", "C", "C", "C", "C", "C", "C", "C", "C", "C", "N", "O", "H", "H", "H", "H", "H", "H", "H", "H", "H", "H", "H", "H", "H", "H", "H", "H", "H", "H", "H", "C", "C", "C", "C", "C", "C", "C", "C", "C", "N", "O", "H", "H", "H", "H", "H", "H", "H", "H", "H", "H", "H", "H", "H", "H", "H", "H", "H", "H", "H", "C", "C", "O", "C", "O", "C", "F", "F", "F", "H", "H", "H", "H", "H", "C", "O", "C", "C", "O", "C", "C", "O", "C", "H", "H", "H", "H", "H", "H", "H", "H", "H", "H", "H", "H", "H", "H", "C", "O", "C", "C", "O", "C", "C", "O", "C", "H", "H", "H", "H", "H", "H", "H", "H", "H", "H", "H", "H", "H", "H", "C", "O", "C", "C", "O", "C", "C", "O", "C", "H", "H", "H", "H", "H", "H", "H", "H", "H", "H", "H", "H", "H", "H", "C", "O", "C", "C", "O", "C", "C", "O", "C", "H", "H", "H", "H", "H", "H", "H", "H", "H", "H", "H", "H", "H", "H"],
  "xyz": [[4.9672, 1.4187, 0.5557], [5.6378, 0.7116, 1.7189], [5.8679, 1.7844, 2.8444], [4.7481, -0.3974, 2.3352], [4.5187, -1.6226, 1.5172], [5.8596, -2.2731, 1.3060], [6.8647, -1.3034, 0.6459], [8.2449, -1.8747, 0.8033], [6.5009, -1.2183, -0.8722], [6.9028, 0.0415, 1.4301], [7.8373, 0.9349, 0.8043], [3.9940, 1.8054, 0.8885], [5.5668, 2.3039, 0.2669], [4.8096, 0.7648, -0.3278], [6.3630, 2.7077, 2.3982], [4.8701, 2.0680, 3.1776], [6.4942, 1.2978, 3.6132], [5.2142, -0.7136, 3.2897], [3.8028, 0.0705, 2.6207], [3.8340, -2.2838, 2.0910], [3.9137, -1.4081, 0.6615], [5.9416, -3.1171, 0.5930], [6.1721, -2.4931, 2.3369], [8.7639, -1.6366, 1.7516], [8.8104, -1.2478, 0.1268], [8.2500, -2.9397, 0.5167], [5.4220, -1.0663, -0.9733], [6.6725, -2.2078, -1.2350], [7.1691, -0.6017, -1.4226], [7.4726, 1.3082, -0.0537], [2.1292, 9.8921, 3.2448], [2.6193, 8.4546, 2.9191], [4.1049, 8.4986, 2.4719], [2.4300, 7.6457, 4.1826], [2.6054, 6.1583, 3.9910], [1.6017, 5.6637, 3.0042], [1.6361, 6.4217, 1.6785], [2.7521, 5.9082, 0.7297], [0.3278, 6.2438, 0.8977], [1.6513, 7.9005, 1.9292], [1.8530, 8.6033, 0.6740], [1.1101, 10.0866, 2.9645], [2.2241, 10.1152, 4.3212], [2.7858, 10.6032, 2.7471], [4.2168, 9.0074, 1.4674], [4.7590, 8.9393, 3.2023], [4.3457, 7.4651, 2.3542], [3.1348, 8.1066, 4.8882], [1.4404, 7.8371, 4.6162], [3.6226, 6.1102, 3.6039], [2.5205, 5.5557, 4.9284], [0.6454, 5.7222, 3.5569], [1.6842, 4.6128, 2.7994], [2.8025, 6.5161, -0.1813], [2.4550, 4.9131, 0.3929], [3.7434, 5.8293, 1.1479], [-0.0994, 5.2098, 0.9567], [0.5030, 6.4215, -0.1402], [-0.5379, 6.9041, 1.1757], [1.1092, 9.2011, 0.7056], [-5.6645, -3.2355, -5.9328], [-4.1065, -3.3198, -5.6565], [-3.4690, -2.4923, -6.7862], [-3.6104, -2.7789, -4.2191], [-4.0524, -3.7762, -3.1078], [-3.5352, -5.1917, -3.3804], [-3.9574, -5.7133, -4.7378], [-3.0270, -6.8780, -5.1203], [-5.4228, -6.1609, -4.7375], [-3.5973, -4.7123, -5.7734], [-4.0318, -5.2890, -7.0054], [-5.8366, -4.0039, -6.6954], [-6.2726, -3.4620, -5.0645], [-6.0114, -2.1911, -6.2495], [-2.4024, -2.3015, -6.5931], [-3.5726, -3.1102, -7.6849], [-4.0190, -1.5912, -7.0199], [-2.5028, -2.6769, -4.3377], [-3.9903, -1.7172, -4.2337], [-3.7813, -3.3203, -2.2134], [-5.1418, -3.9376, -2.9453], [-3.8941, -5.8909, -2.6298], [-2.4722, -5.1970, -3.4206], [-2.0868, -6.4994, -5.4406], [-3.4368, -7.4420, -5.9206], [-2.9429, -7.4746, -4.2040], [-5.6548, -6.5873, -5.7231], [-6.1874, -5.4249, -4.4033], [-5.4159, -6.9202, -3.9043], [-3.2167, -5.4658, -7.4513], [2.2996, -4.3798, -4.8181], [0.7922, -4.7701, -4.7843], [0.1182, -4.2638, -6.0397], [0.7532, -6.2827, -4.7437], [1.0872, -6.7806, -3.2942], [0.1379, -6.3290, -2.2046], [0.2043, -4.8103, -2.2041], [-0.9364, -4.1639, -1.5311], [1.5055, -4.3135, -1.6160], [0.0455, -4.2939, -3.6433], [0.1131, -2.8871, -3.6132], [2.8510, -4.8972, -4.0861], [2.6028, -4.6809, -5.8629], [2.5184, -3.2941, -4.7132], [0.7057, -4.6512, -6.9251], [-0.8319, -4.7635, -6.0177], [-0.0427, -3.2040, -5.9230], [-0.2659, -6.6364, -4.9214], [1.3380, -6.8175, -5.4359], [1.1043, -7.8979, -3.2580], [2.0769, -6.5468, -2.9013], [0.2980, -6.7976, -1.2595], [-0.9365, -6.6159, -2.3704], [-0.9199, -3.0482, -1.5280], [-1.0645, -4.4982, -0.5229], [-1.8741, -4.3809, -1.9937], [1.5698, -4.5519, -0.5377], [1.5699, -3.2136, -1.5925], [2.4280, -4.6421, -2.0688], [0.9428, -2.4810, -3.2732], [-2.5921, -2.9020, 2.2961], [-3.1129, -4.3182, 2.2995], [-3.9208, -4.5383, 3.5955], [-3.9498, -4.5625, 0.9647], [-4.3276, -6.0012, 0.8437], [-3.0749, -6.8555, 0.7640], [-2.1368, -6.6462, 1.9426], [-2.7145, -7.3159, 3.1872], [-0.7729, -7.2767, 1.6939], [-1.9080, -5.1571, 2.1437], [-1.0624, -4.9878, 3.2456], [-1.8738, -2.7121, 3.0927], [-3.3536, -2.1685, 2.3359], [-2.0364, -2.7587, 1.3367], [-3.1819, -4.6021, 4.3707], [-4.5675, -5.4380, 3.5721], [-4.6187, -3.7184, 3.8093], [-4.8193, -3.9022, 0.9391], [-3.3051, -4.3175, 0.2117], [-4.8467, -6.1185, -0.0903], [-5.0072, -6.3584, 1.6147], [-2.5418, -6.6176, -0.2243], [-3.3529, -7.9171, 0.6655], [-2.6271, -8.3868, 3.0317], [-2.1637, -6.9022, 4.0417], [-3.7876, -7.2410, 3.4073], [-0.1482, -6.5895, 1.0309], [-0.3022, -7.4351, 2.5987], [-0.8548, -8.2646, 1.1513], [-0.2205, -4.6845, 2.9167], [-5.0119, 2.6779, -5.8760], [-3.5026, 2.9977, -5.4947], [-3.1372, 4.1218, -6.4735], [-3.4279, 3.4227, -4.0760], [-2.0538, 3.4040, -3.4269], [-1.3628, 2.0467, -3.6068], [-1.3709, 1.6841, -5.1528], [-0.3720, 2.5152, -5.9140], [-0.8675, 0.1872, -5.3937], [-2.7430, 1.7465, -5.6445], [-2.8025, 1.3768, -7.0463], [-5.1102, 2.4405, -6.9345], [-5.2365, 1.7961, -5.2528], [-5.5998, 3.5938, -5.6568], [-3.0301, 3.8453, -7.5049], [-3.9265, 4.8477, -6.4600], [-2.2871, 4.7807, -6.1342], [-3.8426, 4.4622, -4.0841], [-4.0884, 2.8242, -3.4094], [-1.3093, 4.1901, -3.6961], [-2.3516, 3.5430, -2.3980], [-1.9679, 1.3600, -2.9960], [-0.3513, 1.9989, -3.1855], [-0.5663, 3.5888, -5.9475], [-0.3083, 2.1263, -6.9545], [0.6449, 2.3381, -5.5997], [-1.5529, -0.4562, -4.7980], [0.1627, 0.0555, -5.0962], [-0.9430, -0.1436, -6.3933], [-2.8432, 0.4057, -6.9941], [0.6770, -1.8627, 4.2827], [0.7773, -3.2581, 4.8837], [1.2897, -4.2200, 4.0735], [2.6233, -4.2717, 3.9466], [3.4005, -3.5941, 4.5101], [3.0797, -5.3067, 2.8737], [4.2328, -4.9711, 2.2962], [3.3070, -6.5458, 3.4979], [2.1897, -5.4369, 1.9061], [-0.0290, -1.3091, 4.8883], [0.2371, -1.8389, 3.2732], [1.6231, -1.2808, 4.2297], [-0.2427, -3.5987, 5.0773], [1.2227, -3.2130, 5.8483], [2.2242, 2.4486, 10.1070], [1.8140, 3.1291, 11.2394], [0.6160, 3.8984, 11.0814], [0.9144, 5.1809, 10.3241], [0.8086, 5.0675, 8.8951], [1.3665, 6.1203, 8.2146], [0.6258, 7.4300, 8.3459], [1.0630, 8.4207, 7.5128], [1.8083, 9.5401, 8.0506], [1.4187, 1.7658, 9.7271], [3.0732, 1.8534, 10.3293], [2.6507, 3.1746, 9.3740], [0.2303, 4.1815, 12.0133], [-0.1751, 3.2566, 10.6177], [1.9598, 5.3637, 10.6031], [0.3095, 5.9733, 10.6992], [1.4107, 5.8422, 7.1387], [2.3985, 6.2787, 8.4771], [0.8134, 7.7770, 9.3694], [-0.4194, 7.1549, 8.1736], [2.8111, 9.2603, 8.4139], [1.3320, 9.9238, 8.9313], [1.9871, 10.3630, 7.3128], [-7.9522, -1.6160, 0.5229], [-6.6352, -1.0600, 0.3464], [-6.1664, -0.9401, -1.0067], [-4.6550, -0.6929, -0.8746], [-4.4135, 0.5435, -0.1760], [-4.0772, 0.2923, 1.2103], [-4.1255, 1.6249, 1.9586], [-3.1192, 2.4915, 1.6872], [-3.2149, 3.3969, 0.5914], [-8.7363, -1.1385, -0.0641], [-8.1511, -1.5096, 1.5542], [-7.9173, -2.6986, 0.3105], [-6.6941, -0.0746, -1.4976], [-6.4873, -1.8160, -1.5223], [-4.1027, -0.5416, -1.7775], [-4.2733, -1.5935, -0.3551], [-3.0645, -0.1207, 1.3751], [-4.8433, -0.3495, 1.6548], [-4.0891, 1.5130, 3.0683], [-5.0846, 2.1234, 1.7290], [-2.4854, 4.1843, 0.7956], [-4.1420, 3.8798, 0.4475], [-2.9479, 2.8275, -0.3194], [3.6798, 5.4080, -4.2040], [3.6365, 4.2642, -3.3578], [2.2518, 3.8387, -3.1668], [2.2264, 2.6860, -2.1804], [2.1823, 1.4337, -2.8735], [3.4822, 0.9394, -3.2812], [3.4077, 0.4803, -4.7065], [2.7092, -0.7528, -4.8634], [2.3947, -0.8684, -6.2798], [4.6978, 5.5633, -4.5189], [3.4277, 6.2415, -3.5778], [3.0392, 5.3564, -5.0151], [1.8306, 3.5585, -4.1208], [1.7176, 4.6178, -2.6442], [1.2287, 2.6228, -1.7533], [3.0548, 2.6728, -1.4601], [3.7859, 0.1324, -2.6296], [4.2795, 1.7181, -3.2645], [4.4395, 0.3001, -5.1018], [2.9914, 1.3195, -5.3174], [1.6747, -0.1038, -6.5718], [1.9493, -1.8329, -6.5267], [3.2597, -0.5914, -6.9330], [-0.3781, -0.3822, -1.2872], [0.4580, -1.0153, -0.3241], [1.0054, -0.1897, 0.6320], [-0.1267, 0.3853, 1.5217], [0.3844, 0.8958, 2.7472], [-0.5831, 1.5325, 3.5848], [-0.0827, 1.8624, 4.9500], [1.0229, 2.7149, 4.9852], [1.3546, 3.0915, 6.3242], [-0.7528, -1.1729, -1.9716], [0.2331, 0.2854, -1.8778], [-1.2728, 0.0792, -0.8491], [1.6484, 0.5155, 0.1805], [1.6253, -0.7885, 1.2910], [-0.8586, -0.4609, 1.6803], [-0.6897, 1.1655, 1.0454], [-1.4738, 0.9040, 3.6280], [-0.9199, 2.4850, 3.1233], [0.3055, 0.9414, 5.5113], [-0.9396, 2.3268, 5.5457], [0.5122, 3.4368, 6.9467], [2.1074, 3.8679, 6.2573], [1.8224, 2.3056, 6.9562]],
  "mulliken_charge": [-1.856, 2.757, -1.890, -2.096, 1.887, -1.579, 2.118, -1.964, -1.707, 0.027, -0.531, 0.171, 0.722, 0.045, 0.322, 0.283, 0.484, 0.421, 0.265, -1.100, -0.306, 0.479, 0.289, 0.422, 0.455, 0.337, 0.169, 0.540, 0.452, 0.354, -1.881, 2.025, -1.839, -1.440, -0.209, -1.312, 2.341, -1.837, -1.832, 0.084, -0.467, 0.399, 0.267, 0.418, 0.374, 0.411, 0.432, 0.592, 0.361, 0.410, -0.475, 0.221, 0.407, 0.541, 0.328, 0.334, 0.006, 0.509, 0.454, 0.355, -1.701, 0.808, -1.475, -0.190, -0.204, -0.949, 1.822, -2.160, -1.743, 1.126, -0.589, 0.349, 0.208, 0.410, 0.113, 0.488, 0.266, -0.942, 0.637, 0.027, 0.512, 1.049, -0.463, 0.158, 0.556, 0.432, 0.426, 0.210, 0.413, 0.317, -1.760, 1.326, -0.137, -0.753, -1.138, -0.302, 2.163, 1.356, -1.357, 0.583, 1.250, 0.394, 0.452, -0.061, 0.543, -0.582, -0.387, -0.401, 0.720, 0.587, 0.331, 0.239, -0.151, -1.075, -0.355, -0.683, -0.195, -0.100, 0.300, -0.258, -1.838, 1.648, -1.718, -0.430, -1.380, -0.251, 1.573, -1.903, -1.267, 1.431, -0.486, 0.258, 0.633, -0.198, 0.362, 0.294, 0.402, 0.329, -0.297, 0.668, 0.510, -0.690, 0.549, 0.539, 0.275, 0.285, -0.316, 0.595, 0.354, 0.063, -1.799, 1.520, -1.807, -1.243, -0.455, 0.245, 2.286, -1.459, -1.668, 1.019, -0.656, 0.360, 0.282, 0.425, 0.300, 0.573, 0.330, 0.375, 0.128, 0.402, 0.169, -0.600, -0.080, 0.123, 0.401, -0.165, -0.216, -0.566, 1.319, 0.278, -0.057, -1.299, -0.179, 0.334, -0.526, 0.899, -0.230, -0.328, -0.164, 0.370, -0.523, 0.580, 0.443, 0.604, -0.584, -0.432, -0.676, -0.607, -0.189, 0.327, -0.551, -0.260, -0.860, 0.254, 0.399, 0.158, 0.349, 0.298, 0.405, 0.482, -0.348, 0.310, 0.404, 0.221, 0.345, 0.412, 0.221, -0.875, -0.212, -0.778, 0.873, -0.390, 1.662, -1.643, -0.183, -0.514, 0.311, 0.304, 0.264, 0.284, 0.527, 0.040, -0.494, -0.836, 0.414, 0.319, 0.434, 0.105, 0.507, 0.071, -0.860, -0.399, -0.626, -0.738, 0.377, -0.344, -0.885, 0.057, -0.780, 0.287, 0.276, 0.338, 0.006, 0.758, 0.252, 0.332, -0.066, 0.548, 0.486, 0.289, 0.222, 0.140, 0.387, 0.166, 0.583, 0.192, 0.528, 0.037, -0.042, -0.760, 0.125, -1.290, -0.766, -0.081, -0.196, 0.053, -0.666, -0.843, 0.637, 0.098, 0.154, 0.186, 0.311, 0.429, 0.373, 0.297]
}